{"formula": "C49H50BBrCl3CoN11O2S", "method": "ωB97M-V with the def2-TZVPD basis set", "elements": ["Br", "Co", "Cl", "Cl", "Cl", "S", "O", "O", "N", "N", "N", "N", "N", "N", "N", "N", "N", "N", "N", "C", "C", "C", "C", "C", "C", "C", "C", "C", "C", "C", "C", "C", "C", "C", "C", "C", "C", "C", "C", "C", "C", "C", "C", "C", "C", "C", "C", "C", "C", "C", "C", "C", "C", "C", "C", "C", "C", "C", "C", "C", "C", "C", "C", "C", "C", "C", "C", "C", "B", "H", "H", "H", "H", "H", "H", "H", "H", "H", "H", "H", "H", "H", "H", "H", "H", "H", "H", "H", "H", "H", "H", "H", "H", "H", "H", "H", "H", "H", "H", "H", "H", "H", "H", "H", "H", "H", "H", "H", "H", "H", "H", "H", "H", "H", "H", "H", "H", "H", "H"], "xyz": [[-4.50326, -5.90268, 0.25358], [-0.51762, -0.02466, -0.09263], [-0.38794, -7.25230, -6.63257], [-3.15633, -6.32802, -4.41784], [-2.14678, -1.62616, -6.78233], [1.41339, -5.07460, -7.54704], [-0.80115, 0.15876, -2.00373], [0.92675, -6.08590, -2.88121], [0.51752, 0.53348, 2.52193], [-0.29913, 2.51371, 0.28120], [-0.26096, -2.24539, -0.43756], [0.69821, 2.67006, 1.18358], [-6.21463, -0.22056, -3.21802], [-6.87066, -1.17388, -2.77162], [2.16292, 0.70235, 0.63601], [-2.48901, 0.15453, -0.02463], [1.45005, 0.08691, -0.33068], [-0.42668, -4.38474, -0.93490], [-0.33744, -0.33659, 1.92842], [0.40261, 0.47449, 3.84935], [0.09124, 4.70501, 0.62364], [-1.68940, -2.84763, -5.63925], [-1.64659, -3.18760, 3.86076], [0.94965, 3.96989, 1.40555], [0.93756, -6.19809, -6.34415], [0.70331, -2.93535, 0.25409], [-5.21634, -4.40588, -0.66797], [-4.40143, 0.02071, -1.51700], [-0.50504, -2.71783, -4.93003], [3.61373, 0.03855, -0.88030], [2.78736, -2.18258, -2.85556], [1.43723, -6.88834, -3.94843], [-5.24347, 0.20085, -0.39470], [-1.70316, 4.06945, -1.11182], [-0.98679, -0.97394, 2.92262], [-2.45507, -2.73045, 1.58155], [2.67503, -5.09523, -5.32846], [-2.51153, -3.94658, -5.46964], [1.67443, -6.10470, -5.20332], [-1.25257, 3.61158, -2.50097], [-6.31348, -3.73781, -0.15532], [3.46488, 0.68680, 0.32487], [-4.83338, -0.07209, -2.86469], [-0.54780, -0.46622, 4.15689], [0.61151, -4.26148, -0.03900], [-6.83727, -2.66263, -0.86003], [-2.04581, 0.06101, -2.33099], [-6.23963, -2.23799, -2.03754], [-3.91146, 0.02547, -3.87960], [-2.11726, -4.93873, -4.58244], [-3.01830, 0.04317, -1.27540], [-4.69038, 0.39825, 0.83843], [1.95763, 0.04836, -3.69032], [1.90473, -0.97357, -2.55198], [-3.09376, 3.54613, -0.76281], [-4.64171, -4.02185, -1.86970], [-2.05019, -2.06263, 2.89397], [-0.13995, -3.72320, -4.05535], [-3.29383, 0.35871, 0.99034], [2.31086, -0.31589, -1.26676], [-0.92988, -5.63682, -1.47100], [-0.47936, -5.93100, -2.90005], [2.64618, -4.45898, -6.52685], [-2.53462, 0.06446, -3.63598], [-0.91879, -3.13750, -1.13382], [-5.15107, -2.93473, -2.55475], [-0.92834, -4.85647, -3.86926], [-0.66988, 3.74702, -0.06887], [1.46759, 1.48252, 1.76129], [-0.94650, -6.88249, -3.17478], [2.49469, -2.62675, -3.80900], [-3.42477, 3.92392, 0.20623], [-1.83310, 0.14182, -4.45679], [-2.01879, -5.64862, -1.41400], [3.83894, -1.89673, -2.93586], [-3.42978, -4.04498, -6.03086], [-0.87725, -0.76368, 5.13631], [-2.83251, 0.49267, 1.95940], [-4.70304, -2.62952, -3.49110], [-4.27273, 0.02418, -4.90124], [-2.42778, -3.94957, 3.88319], [-2.94526, -1.58649, 3.31192], [-3.81144, -4.57875, -2.27913], [1.18880, -5.11370, 0.27425], [-1.31738, 2.52951, -2.59989], [-6.76610, -4.06202, 0.77157], [-0.21481, 3.89521, -2.68370], [0.78896, -3.64608, -3.50696], [1.39582, -2.42936, 0.90605], [0.01861, 5.77638, 0.54436], [-1.76248, 5.16212, -1.12914], [-0.72484, -3.65725, 3.51066], [-0.55630, -6.43688, -0.83313], [3.37561, -4.85935, -4.53962], [-1.87571, 4.06797, -3.27340], [2.69936, -2.94516, -2.07794], [-3.09275, 2.45980, -0.72000], [1.01532, 1.10000, 4.47607], [0.12012, -1.84589, -5.06593], [-3.81989, 3.85186, -1.51931], [3.29002, -3.66812, -6.87607], [0.75293, -7.71655, -4.15133], [1.64138, -0.41231, -4.63050], [4.18604, 1.14621, 0.97967], [-1.48372, -2.83941, 4.87864], [-1.75820, -2.92826, -1.77998], [1.72212, 4.26825, 2.09469], [2.29695, 1.88899, 2.53142], [-7.71480, -2.14364, -0.49547], [1.29206, 0.88386, -3.47571], [-1.73616, -3.50902, 1.32264], [2.97190, 0.43186, -3.82688], [-2.54286, -2.05479, 0.74132], [2.37459, -7.30669, -3.58062], [4.52963, -0.14610, -1.41423], [-5.30954, 0.58212, 1.70550], [-3.41954, -3.21995, 1.72950], [0.87122, -1.29554, -2.44665], [-6.31717, 0.23313, -0.52534]], "lowdin_charge": [0.76, 0.55, 0.68, 0.72, 0.71, 1.01, -0.12, -0.09, -0.01, 0.15, 0.04, -0.04, 0.08, 0.08, 0.00, 0.05, 0.06, -0.04, 0.08, -0.06, -0.02, -0.65, -0.07, -0.08, -0.97, -0.12, -0.68, -0.11, -0.07, 0.00, -0.06, -0.14, 0.01, -0.36, -0.24, -0.07, -0.15, -0.13, -0.32, -0.05, -0.11, -0.06, -0.26, -0.02, -0.04, -0.03, -0.36, -0.27, -0.03, -0.60, -0.15, -0.02, -0.04, -0.37, -0.05, -0.12, -0.34, -0.02, -0.11, -0.25, -0.05, -0.30, -0.40, -0.01, -0.15, -0.01, -0.20, -0.28, -0.52, 0.12, 0.05, 0.08, 0.09, 0.08, 0.08, 0.11, 0.10, 0.12, 0.12, 0.11, 0.08, 0.13, 0.05, 0.12, 0.05, 0.10, 0.08, 0.10, 0.11, 0.10, 0.13, 0.09, 0.14, 0.12, 0.08, 0.08, 0.05, 0.12, 0.10, 0.08, 0.07, 0.11, 0.06, 0.12, 0.06, 0.14, 0.11, 0.12, 0.12, 0.08, 0.06, 0.08, 0.04, 0.14, 0.10, 0.11, 0.07, 0.09, 0.12], "s_squared": 0.755, "energy_ha": -8410.5794, "multiplicity": 2, "relative_energy_kj_mol": 0.00, "homo_energy_ha": [-0.2666, -0.2656], "gap_ev": [7.176, 7.149], "total_charge": 0}